The following is a DFT calculation (wB97M-V/def2-TZVPD) of a 2-piece molecular cluster, C8H14N2O3 overall in a non-equilibrium geometry.

XYZ file:
```
27
Properties=species:S:1:pos:R:3:forces:R:3:nbo_charge:R:1
C 0.708 -2.422 -0.305 1.74 -1.56 -0.48 0.517
C 0.191 -1.199 0.120 -0.94 3.92 0.56 0.262
C 0.457 0.292 0.054 2.18 -0.40 -0.04 -0.074
C -0.917 -0.317 -0.087 -2.65 0.88 -0.52 -0.101
C 0.826 1.017 1.342 -2.74 -3.37 -0.76 -0.590
C 1.289 0.912 -1.097 -1.36 -3.91 -2.03 -0.610
C -2.012 -0.068 0.977 0.90 1.85 1.03 -0.609
C -1.588 -0.322 -1.510 -2.56 -0.43 3.25 -0.582
N 2.063 -2.445 -0.018 -1.64 -0.08 -0.74 -0.766
N 1.127 -1.559 3.131 -1.68 1.56 -1.77 0.380
O 0.428 -1.837 4.063 0.70 -0.80 0.77 -0.355
O 0.020 -3.229 -0.926 0.76 0.11 0.27 -0.545
O 2.252 -1.853 2.824 0.87 -0.78 0.82 -0.410
H 1.776 1.321 1.419 3.94 0.18 0.21 0.214
H 0.488 0.351 2.095 0.16 -0.02 1.39 0.225
H 0.321 1.886 1.381 -2.32 3.01 0.18 0.208
H 1.965 0.151 -1.664 -1.34 1.32 0.89 0.224
H 1.853 1.704 -0.830 2.26 2.20 1.70 0.217
H 0.623 1.420 -1.773 -0.53 -0.36 -0.84 0.219
H -1.695 -0.417 1.956 0.64 0.99 0.52 0.232
H -2.745 -0.777 0.905 -2.18 -1.89 -1.27 0.224
H -2.588 0.948 1.006 1.69 -1.61 -0.20 0.228
H -0.805 -0.344 -2.124 2.89 0.09 -3.13 0.198
H -2.142 0.694 -1.610 0.43 -2.18 -0.01 0.225
H -2.101 -1.351 -1.628 0.08 2.16 0.08 0.247
H 2.402 -1.807 0.670 0.16 0.27 0.40 0.420
H 2.643 -3.194 -0.276 0.54 -1.14 -0.27 0.401
```
Positions in Å, forces in eV/Å.

Computed properties:
- energy (eV) = -17636.515
- HOMO level (spin up / spin down) (eV) = -7.746 / -6.934
- relative energy (zero: lowest compared OMol25 entry of this formula, charge and spin) (eV) = 10.306



The following is a DFT calculation (wB97M-V/def2-TZVPD) of a 2-piece molecular cluster, C8H14N2O3 overall in a non-equilibrium geometry.

XYZ file:
```
27
Properties=species:S:1:pos:R:3:forces:R:3:nbo_charge:R:1
C 2.899 -0.819 -1.258 3.80 -0.11 -7.73 -0.745
C 2.221 -1.136 -0.087 -2.10 8.94 -0.68 0.640
O 2.178 -2.153 0.361 0.13 -10.98 4.49 -0.558
N 1.506 -0.108 0.495 -0.79 -2.41 1.25 -0.466
C 1.271 1.053 -0.202 -8.70 1.14 11.52 -0.057
H 1.954 1.378 -0.735 5.87 2.89 -5.61 0.183
C -0.248 1.173 -0.517 8.37 12.81 -9.70 -0.174
N -1.050 0.354 -0.152 -8.18 -9.34 9.30 -0.448
C -2.479 0.508 -0.474 3.71 -0.14 3.04 -0.362
H -2.465 0.703 -1.447 -0.65 0.85 -4.39 0.252
C -3.217 -0.655 -0.191 -5.33 -8.88 -1.74 0.790
O -4.450 -0.841 -0.195 5.33 1.55 0.65 -0.491
O -2.330 -2.093 -0.344 1.10 6.71 1.25 -0.771
H -1.401 -1.525 -0.259 -2.68 -2.45 -0.55 0.476
H -2.961 1.241 0.071 -0.72 2.35 1.03 0.229
C -0.864 0.280 1.534 5.55 2.93 -3.96 -0.221
C 0.617 -0.491 1.709 0.11 8.95 -1.31 -0.198
H 0.466 -1.466 1.842 0.05 -3.75 0.55 0.230
H 1.137 0.186 2.504 -0.93 -1.99 -0.59 0.213
H -0.867 1.376 1.950 -0.08 -2.13 -0.86 0.210
H -1.617 -0.287 1.802 -3.72 -2.78 1.89 0.185
H -0.665 2.423 -0.445 1.31 -2.68 0.31 0.090
H -0.119 1.151 -1.689 -0.83 0.00 1.08 0.175
H 1.262 2.012 0.936 0.61 -1.92 -2.89 0.056
H 3.619 0.091 -1.390 -0.49 -2.01 1.22 0.253
H 2.274 -0.432 -2.138 -0.11 -1.04 1.30 0.245
H 3.329 -1.924 -1.678 -0.65 3.49 1.11 0.262
```
Positions in Å, forces in eV/Å.

Computed properties:
- energy (eV) = -17636.124
- HOMO level (eV) = -8.740
- relative energy (zero: lowest compared OMol25 entry of this formula, charge and spin) (eV) = 10.697



The following is a DFT calculation (wB97M-V/def2-TZVPD) of C8H14N2PSZn as an isolated structure in a non-equilibrium geometry.

XYZ file:
```
27
Properties=species:S:1:pos:R:3:forces:R:3:nbo_charge:R:1
C 0.319 -0.013 -2.266 0.24 -0.68 0.13 -0.476
C -0.840 -0.823 -2.426 0.48 -0.28 0.50 -0.351
C -0.535 -2.139 -1.952 0.35 0.39 -0.67 -0.324
C 0.825 -2.190 -1.590 -0.04 1.01 0.03 -0.305
C 1.362 -0.854 -1.669 -0.62 -0.68 -1.07 -0.526
Zn 0.417 0.185 0.062 0.84 -1.18 -0.18 0.941
P -0.490 2.205 0.503 0.37 1.27 -0.36 -0.299
H 0.496 0.983 -2.688 -0.20 -0.40 0.42 0.223
H -1.793 -0.502 -2.854 0.34 -0.07 0.27 0.199
H -1.237 -2.973 -1.911 0.22 0.25 -0.04 0.197
H 2.410 -0.582 -1.526 -0.40 -0.05 -0.19 0.230
H 1.406 -3.072 -1.317 -0.36 0.31 0.24 0.204
H -1.552 2.506 1.438 -0.24 0.43 0.38 -0.104
H -0.995 2.803 -0.716 0.34 0.06 0.54 0.001
H 0.524 3.168 0.895 -1.15 -0.52 -0.20 0.026
S 0.085 -1.540 1.595 -0.13 0.39 0.15 -0.474
C 0.037 -0.651 3.054 -0.22 -1.90 -1.29 0.072
N 1.112 -0.378 3.824 1.88 0.46 1.01 -0.650
C 0.808 0.476 4.966 0.80 -0.05 -0.51 -0.224
C -0.713 0.641 4.874 -0.65 -0.11 -0.52 -0.224
N -1.040 -0.086 3.650 -1.90 1.14 0.52 -0.648
H 2.032 -0.715 3.569 -0.40 0.37 0.14 0.407
H 1.333 1.443 4.878 -0.25 -0.24 0.18 0.181
H 1.119 -0.004 5.903 -0.09 0.10 0.08 0.170
H -1.012 1.698 4.798 0.14 -0.26 0.14 0.184
H -1.227 0.196 5.738 0.10 0.07 0.07 0.165
H -1.976 -0.198 3.280 0.53 0.15 0.23 0.405
```
Positions in Å, forces in eV/Å.

Computed properties:
- total charge = -1
- energy (eV) = -80041.697
- HOMO level (spin up / spin down) (eV) = -0.411 / -0.416
- relative energy (zero: lowest compared OMol25 entry of this formula, charge and spin) (eV) = 0.000



The following is a DFT calculation (wB97M-V/def2-TZVPD) of an isolated ion of composition C8H14N3 and charge +1 in a non-equilibrium geometry.

XYZ file:
```
25
Properties=species:S:1:pos:R:3:forces:R:3:nbo_charge:R:1
C 3.198 0.548 -0.257 -0.14 -0.63 1.48 -0.004
C 0.051 0.621 -0.040 2.71 -0.50 0.28 0.713
C 2.650 -0.889 -0.378 4.20 1.05 1.11 -0.462
C -2.142 -0.894 -0.410 0.07 -3.17 0.21 -0.428
C 1.538 -1.261 0.464 -0.64 -2.89 2.32 -0.215
C -0.888 -1.635 0.175 -0.82 0.20 -1.93 -0.217
C -2.200 0.440 0.177 -3.44 -0.91 2.61 -0.241
C -1.196 2.651 -0.009 -1.07 1.49 -4.39 -0.402
N 2.530 1.506 0.109 -1.95 0.87 0.05 -0.174
N 0.261 -0.634 0.173 -0.90 -1.86 -0.04 -0.464
N -1.072 1.208 -0.162 -0.03 2.22 -0.01 -0.443
H 4.232 0.852 -0.359 0.77 -0.50 -0.44 0.255
H 2.455 -0.792 -1.370 -1.13 -0.98 -3.31 0.244
H 3.521 -1.599 -0.239 -1.06 0.78 -0.17 0.264
H -2.147 -0.775 -1.486 0.16 -0.56 -0.39 0.228
H -3.024 -1.543 -0.072 1.01 1.16 -0.73 0.253
H 1.371 -2.410 0.273 0.24 2.23 0.44 0.242
H 1.803 -1.198 1.588 -0.51 0.14 -1.69 0.239
H -1.144 -1.892 1.203 0.42 -0.19 0.03 0.221
H -0.638 -2.588 -0.445 -0.13 1.86 1.16 0.243
H -3.206 0.856 -0.125 1.44 0.37 0.47 0.258
H -2.193 0.199 1.299 -0.28 1.17 -1.06 0.202
H -0.275 3.187 -0.056 1.00 -0.20 -0.03 0.246
H -1.823 3.120 -0.927 1.21 -1.31 2.14 0.224
H -1.662 2.922 0.873 -1.13 0.16 1.86 0.219
```
Positions in Å, forces in eV/Å.

Computed properties:
- total charge = +1
- energy (eV) = -12981.858
- HOMO level (spin up / spin down) (eV) = -13.170 / -13.782
- relative energy (zero: lowest compared OMol25 entry of this formula, charge and spin) (eV) = 6.052